34
Properties=species:S:1:pos:R:3 method="wB97M-V/def2-TZVPD" lumo_energy_ev=0.67 mol_weight_da=332.08 spin_multiplicity=1 largest_force_ha_per_bohr=0.067 e_tot_ha=-5691.46479 homo_lumo_gap_ev=10.15
Br 1.81 19.27 -0.29
C 2.37 20.49 -1.71
C 3.66 19.89 -2.36
Br 4.38 20.86 -3.92
H 2.39 21.47 -1.23
H 1.61 20.53 -2.49
H 3.35 18.90 -2.70
H 4.50 19.84 -1.66
C -3.55 27.34 1.91
C -3.34 26.42 3.15
C -2.85 25.16 2.41
O -3.59 25.07 1.30
C -4.03 26.35 0.89
H -2.65 27.87 1.62
H -4.31 28.10 2.10
H -4.29 26.24 3.66
H -2.73 26.89 3.92
H -3.06 24.30 3.04
H -1.81 25.21 2.10
H -5.12 26.38 0.86
H -3.67 26.60 -0.11
C -3.23 15.33 -4.25
C -2.23 14.21 -4.56
C -0.91 14.99 -4.34
O -1.23 16.42 -4.45
C -2.62 16.64 -4.73
H -3.27 15.31 -3.16
H -4.23 15.09 -4.60
H -2.29 14.02 -5.64
H -2.35 13.30 -3.97
H -0.18 14.69 -5.08
H -0.59 14.86 -3.30
H -2.66 16.74 -5.81
H -2.89 17.56 -4.21